(1)
DFT (the ωB97M-V functional and the def2-TZVPD basis) results for a molecular structure, C16H16As2F6N3O4S4Zn in a non-equilibrium geometry.

```
! RIJCOSX wB97M-V def2-TZVPD def2/J DEFGRID3
* xyz -1 1
Zn -1.8446 -1.9126 1.6612
S -3.5902 -2.1207 3.2432
C -3.5465 -0.5346 3.7799
C -4.6404 -0.1659 4.6588
N -5.5005 0.1095 5.4099
C -2.6216 0.4678 3.3981
S -1.4639 0.3385 2.2093
C -2.7958 1.7040 4.0129
N -3.0351 2.6995 4.6109
F -2.2588 -2.1588 -3.0679
C -1.3023 -2.9984 -2.4547
F -0.9441 -3.9130 -3.3922
F -0.2477 -2.1734 -2.2425
S -2.0320 -3.7271 -0.8907
O -2.3255 -2.4650 -0.1746
O -3.1461 -4.5146 -1.2405
N -0.8412 -4.6893 -0.3042
S 0.0586 -4.3150 1.0042
O 0.1185 -5.4897 1.7957
O -0.1664 -2.9964 1.6271
C 1.6999 -4.0745 0.2572
F 2.1363 -5.1285 -0.4566
F 1.6395 -2.9637 -0.5443
F 2.5302 -3.8486 1.2956
C 0.0243 1.5392 -3.7552
As -0.5179 1.0407 -1.8669
C -2.1897 2.0709 -1.8472
C 0.5798 2.4337 -1.0227
C 0.1092 3.7295 -0.9737
C 0.7894 4.6972 -0.1967
C 1.8809 4.2766 0.5916
C 2.4462 3.0029 0.3776
C 1.7659 2.0503 -0.3774
As 2.3160 0.1683 -0.4580
C 4.2397 0.4279 -0.9305
C 2.6597 -0.1671 1.4491
H -0.8933 1.9783 -4.2046
H 0.2392 0.6114 -4.3081
H 0.8802 2.2271 -3.7527
H -2.0508 2.9969 -2.4325
H -2.5369 2.2607 -0.7812
H -2.9930 1.4552 -2.3022
H -0.7240 3.9179 -1.6782
H 0.4301 5.7666 -0.1045
H 2.3776 5.0099 1.2338
H 3.3102 2.6258 0.8793
H 4.7394 1.3167 -0.5156
H 4.3284 0.5823 -2.0158
H 4.8707 -0.4667 -0.6383
H 3.2784 0.6615 1.8924
H 3.1222 -1.1631 1.5815
H 1.6379 -0.1799 1.9610
*
```

Output
HOMO-LUMO gap in eV: 7.12
Energy in eV: -259253.641
LUMO level in eV: 2.41
Molecular weight in g/mol: 771.811

Atomic partial charges in e from the natural (NBO) method, atoms 1 to 2: Zn 1.49; S -0.37

***

(2)
DFT (the ωB97M-V functional and the def2-TZVPD basis) results for a molecular structure, C16H16AuF5I2NP.

```
! RIJCOSX wB97M-V def2-TZVPD def2/J DEFGRID3
* xyz 0 1
Au 0.5974 -0.9822 -0.0493
F 2.7223 -1.9317 1.6833
C 1.4546 -1.3964 1.8103
F 1.6101 -0.2838 2.6263
C 0.6907 -2.4017 2.6825
F 0.6233 -3.5907 2.0718
F 1.2707 -2.5867 3.8739
F -0.5595 -1.9726 2.8993
I -2.3804 0.7723 0.8935
I -3.8705 -0.7419 2.4717
N -0.4899 -1.1876 -1.6046
C -0.2966 -1.3304 -2.9541
C -0.0852 -2.5896 -3.5390
C 0.0774 -2.7076 -4.9095
C 0.0636 -1.5864 -5.7314
C -0.1639 -0.3381 -5.1656
C -0.3750 -0.2111 -3.8023
H -0.0567 -3.4584 -2.8940
H 0.2399 -3.6886 -5.3389
H 0.2189 -1.6856 -6.7974
H -0.2133 0.5418 -5.7964
H -0.6184 0.7465 -3.3591
C 2.8456 0.2686 -2.3159
P 2.0675 0.6352 -0.7331
C 3.4832 0.7668 0.3899
C 1.4061 2.3073 -0.8294
C 1.0233 2.8623 -2.0483
C 0.4586 4.1287 -2.0885
C 0.2641 4.8402 -0.9137
C 0.6347 4.2870 0.3050
C 1.1973 3.0215 0.3507
H 2.1126 0.1530 -3.1141
H 3.3843 -0.6731 -2.2115
H 3.5434 1.0717 -2.5564
H 4.1254 1.5881 0.0685
H 4.0335 -0.1723 0.3565
H 3.1575 0.9228 1.4133
H 1.1744 2.3161 -2.9704
H 0.1686 4.5574 -3.0389
H -0.1800 5.8265 -0.9467
H 0.4817 4.8395 1.2227
H 1.4624 2.5878 1.3076
*
```

Output
HOMO-LUMO gap (spin up / spin down) in eV: 6.15 / 6.14
Energy in eV: -61110.033
LUMO level (spin up / spin down) in eV: -1.42 / -1.42
Molecular weight in g/mol: 799.050

Atomic partial charges in e from the natural (NBO) method, atoms 1 to 2: Au 0.88; F -0.37

***

(3)
DFT (the ωB97M-V functional and the def2-TZVPD basis) results for a molecular structure, C16H16BN6Pd.

```
! RIJCOSX wB97M-V def2-TZVPD def2/J DEFGRID3
* xyz 1 1
Pd 0.0186 0.2892 0.0929
C -2.2725 -2.2702 -2.4755
C -1.3795 -3.2978 -2.7220
C -0.0770 -3.1834 -2.2627
C 0.2983 -2.0417 -1.5781
N -0.5766 -1.0454 -1.3417
C -1.8373 -1.1651 -1.7686
C 1.6703 -1.7881 -1.0930
C 2.7676 -2.5069 -1.5349
C 4.0380 -2.1020 -1.1609
C 4.1733 -0.9565 -0.3969
C 3.0327 -0.2961 0.0168
N 1.8019 -0.7266 -0.2728
H -3.2990 -2.3224 -2.8072
H -1.6918 -4.1838 -3.2576
H 0.6302 -3.9826 -2.4259
H -2.5050 -0.3535 -1.5216
H 2.6385 -3.3521 -2.1937
H 4.9075 -2.6501 -1.4968
H 5.1442 -0.5664 -0.1287
H 3.1037 0.6233 0.5736
B -2.0392 1.4397 2.2766
N -0.5318 1.7285 2.6002
C -0.0497 2.1199 3.7776
C 1.2977 1.7954 3.8497
C 1.5604 1.1807 2.6337
N 0.4589 1.1607 1.8736
N -2.2720 2.0239 0.8564
C -3.0686 2.9758 0.3802
C -2.8653 3.0881 -0.9939
C -1.8882 2.1452 -1.2729
N -1.5562 1.5013 -0.1448
H -2.1928 0.2446 2.2201
H -2.7236 2.0022 3.0816
H -0.7029 2.5857 4.4956
H 1.9836 1.9713 4.6583
H 2.4816 0.7384 2.3090
H -3.7272 3.5118 1.0424
H -3.3457 3.7602 -1.6817
H -1.4053 1.9050 -2.2065
*
```

Output
HOMO-LUMO gap in eV: 7.98
Energy in eV: -29944.536
LUMO level in eV: -4.00
Molecular weight in g/mol: 409.578
Relative energy (zero: lowest compared OMol25 entry of this formula, charge and spin) in eV: 0.516

Atomic partial charges in e from the natural (NBO) method, atoms 1 to 2: Pd 0.91; C -0.23

***

(4)
DFT (the ωB97M-V functional and the def2-TZVPD basis) results for 2 unconnected molecules or ions with the total composition C16H16BNO5 in a non-equilibrium geometry.

```
! RIJCOSX wB97M-V def2-TZVPD def2/J DEFGRID3
* xyz 0 1
C -2.7336 -0.8520 -4.0770
O -1.5302 -1.6070 -3.8773
B -1.3955 -2.1805 -2.6408
O -2.3805 -3.0043 -2.1777
C -0.1578 -1.8121 -1.7126
C 0.0772 -0.5024 -1.2981
C 1.1442 -0.1653 -0.4600
O 1.2428 1.1507 -0.0652
C 2.0624 -1.1126 0.0035
C 3.2154 -0.7565 0.8980
C 1.8187 -2.4160 -0.4135
C 0.7558 -2.7523 -1.2449
C 0.8267 -4.2110 -1.5080
O 0.2334 -4.8484 -2.3309
N 1.8462 -4.7606 -0.6520
C 2.5689 -3.6609 -0.0927
O 3.6257 -3.7608 0.4658
H -3.5132 -1.4860 -4.4989
H -3.1089 -0.4327 -3.1403
H -2.4978 -0.0363 -4.7561
H -2.1665 -3.3700 -1.3147
H -0.5754 0.3005 -1.6231
H 2.0075 1.5681 -0.4761
H 3.0396 -1.1362 1.9047
H 4.1400 -1.1909 0.5221
H 3.3352 0.3235 0.9625
H 1.4658 -5.4120 0.0232
C -2.3685 4.0695 2.2120
C -2.0596 4.9059 3.2758
C -0.8024 4.8485 3.8612
C 0.1449 3.9531 3.3837
C -0.1646 3.1130 2.3226
C -1.4214 3.1729 1.7370
H -3.3478 4.1172 1.7531
H -2.7991 5.6027 3.6490
H -0.5612 5.5019 4.6897
H 1.1259 3.9100 3.8396
H 0.5679 2.4110 1.9483
H -1.6601 2.5181 0.9084
*
```

Output
HOMO-LUMO gap in eV: 8.99
Energy in eV: -29258.289
LUMO level in eV: -0.42
Molecular weight in g/mol: 313.118
Structure (SMILES): COB(O)c1cc(O)c(C)c2c1C(=O)NC2=O.c1ccccc1

Atomic partial charges in e from the natural (NBO) method, atoms 1 to 2: C -0.24; O -0.72

***

(5)
DFT (the ωB97M-V functional and the def2-TZVPD basis) results for a molecular structure, C16H16Br48 in a non-equilibrium geometry.

```
! RIJCOSX wB97M-V def2-TZVPD def2/J DEFGRID3
* xyz 0 1
C -0.4153 -6.2242 0.8435
Br 0.1739 -4.4898 0.2445
Br -2.3706 -6.1917 1.1566
Br 0.5430 -6.6962 2.5139
H -0.2062 -6.9619 0.0687
C -4.6881 1.9402 -0.3806
Br -3.8569 0.7007 -1.6933
Br -3.6295 3.6304 -0.3934
Br -4.7473 1.1252 1.4352
H -5.6646 2.2037 -0.7871
C 1.0722 5.7535 1.5003
Br -0.2197 4.3243 2.0850
Br 1.5110 7.1076 2.8790
Br 0.4981 6.5010 -0.1981
H 1.9932 5.2166 1.2729
C 0.1273 -4.8099 -4.7578
Br -1.3965 -4.0160 -3.7222
Br 1.3248 -3.3487 -5.4386
Br -0.4873 -5.9328 -6.2340
H 0.7027 -5.4678 -4.1065
C 4.0494 0.2538 6.1752
Br 3.6963 -0.7400 7.8048
Br 3.9831 -1.0919 4.6518
Br 5.7113 1.3091 6.1464
H 3.3294 1.0571 6.0189
C -1.7368 -3.5077 4.0505
Br -2.4673 -3.1037 5.8423
Br 0.1638 -2.8429 3.9623
Br -2.7583 -2.5914 2.6647
H -1.8636 -4.5738 3.8620
C -3.7315 4.8991 -4.7356
Br -5.1917 4.7202 -3.5015
Br -4.1141 3.6676 -6.2744
Br -1.8683 4.5682 -3.9720
H -3.5914 5.8869 -5.1747
C -1.7724 -0.7247 -5.5165
Br -1.2351 1.1545 -5.2753
Br -1.2164 -1.4311 -7.3189
Br -3.6042 -1.0379 -4.9806
H -1.1665 -1.2046 -4.7479
C -4.2450 0.8698 5.4232
Br -3.6243 0.5831 7.3704
Br -4.7608 -0.7409 4.4232
Br -2.9065 2.0134 4.4463
H -5.1541 1.4653 5.5075
C 5.5217 1.1971 0.0953
Br 5.5218 0.4935 -1.7516
Br 6.5129 -0.1584 1.0791
Br 3.6940 1.2976 0.9036
H 5.9749 2.1837 -0.0010
C 2.2636 0.1642 -4.4068
Br 1.6837 1.0068 -2.7357
Br 3.8304 -1.0412 -4.2336
Br 2.4076 1.5808 -5.7412
H 1.4815 -0.5489 -4.6674
C 3.3931 4.4831 -3.1421
Br 5.2701 5.0112 -3.0531
Br 2.2544 5.8785 -3.7518
Br 2.7708 3.6759 -1.3854
H 3.3251 3.6743 -3.8697
C 3.8247 -2.7329 0.1163
Br 2.3947 -2.3839 -1.2180
Br 5.0384 -4.2585 -0.3240
Br 3.0588 -2.8918 1.9227
H 4.4388 -1.8340 0.0619
C -5.1205 -5.7688 -1.0531
Br -6.9773 -5.4216 -1.6586
Br -4.0396 -4.0451 -1.2613
Br -4.2147 -7.2126 -2.0975
H -5.1258 -6.0660 -0.0044
C -0.9629 0.5162 0.5955
Br -1.1768 -1.2831 -0.2831
Br -0.3570 1.9624 -0.5473
Br 0.2390 0.4316 2.2046
H -1.9616 0.8289 0.9003
C 2.1497 3.7353 5.2048
Br 3.6183 3.1481 3.9873
Br 2.6376 3.7863 7.1441
Br 0.5138 2.6271 4.9764
H 1.9274 4.7432 4.8542
*
```

Output
HOMO-LUMO gap in eV: 8.78
Energy in eV: -3378883.760
LUMO level in eV: -0.94
Molecular weight in g/mol: 4043.696
Relative energy (zero: lowest compared OMol25 entry of this formula, charge and spin) in eV: 1.835

Atomic partial charges in e from the Löwdin method, atoms 1 to 2: C -1.47; Br 0.49

***

(6)
DFT (the ωB97M-V functional and the def2-TZVPD basis) results for a molecular structure, C16H16BrMnN2O9P2.

```
! RIJCOSX wB97M-V def2-TZVPD def2/J DEFGRID3
* xyz 0 5
Mn 0.4398 -0.6044 0.3543
O 3.7891 -0.4028 -2.2485
C 4.4471 0.5880 -1.6037
C 5.7244 0.9096 -2.0494
C 6.4502 1.9076 -1.4230
C 5.9238 2.5956 -0.3369
C 4.6511 2.2760 0.1053
C 3.8980 1.2918 -0.5254
C 2.4895 1.0500 -0.0689
O 2.1666 -0.3156 -0.0451
N 1.5482 1.6670 -1.0291
N 0.2802 1.2665 -0.8056
C -0.7303 1.9014 -1.2507
C -2.0880 1.4060 -1.0839
Br -2.2334 -0.3761 -0.4393
C -3.2117 2.0588 -1.3767
C -3.2757 3.4660 -1.8191
C -4.0959 3.8070 -2.8945
C -4.1691 5.1184 -3.3319
C -3.4399 6.1093 -2.6866
C -2.6443 5.7838 -1.5981
C -2.5635 4.4692 -1.1639
H 3.0435 -0.6909 -1.6972
H 6.1323 0.3523 -2.8821
H 7.4455 2.1424 -1.7777
H 6.5004 3.3624 0.1614
H 4.2239 2.7931 0.9574
H 2.3389 1.4762 0.9289
H 1.6933 2.6381 -1.2777
H -0.6078 2.8303 -1.8039
H -4.1520 1.5259 -1.2978
H -4.6679 3.0336 -3.3929
H -4.7993 5.3712 -4.1741
H -3.5039 7.1354 -3.0236
H -2.0962 6.5569 -1.0759
H -1.9749 4.2197 -0.2894
O 0.9590 -1.3890 3.8918
P -0.1873 -0.6926 3.0761
O -1.3219 -0.2509 3.8723
O 0.4261 0.3158 2.0536
O -0.6369 -1.8621 1.9659
P 0.1861 -3.1203 1.3214
O -0.9126 -4.2365 1.1054
O 1.2729 -3.5322 2.2267
O 0.4856 -2.5276 -0.0662
H 1.3451 -2.1742 3.4385
H -0.8729 -4.9060 1.8003
*
```

Output
HOMO-LUMO gap (spin up / spin down) in eV: 6.64 / 7.76
Expectation value of S²: 6.07
Energy in eV: -158206.806
LUMO level (spin up / spin down) in eV: -2.18 / -1.06
Molecular weight in g/mol: 577.099
Relative energy (zero: lowest compared OMol25 entry of this formula, charge and spin) in eV: 0.795

Atomic partial charges in e from the natural (NBO) method, atoms 1 to 2: Mn 1.59; O -0.68